Entry 1:
{
  "formula": "C38H32F5N5O12P2SeZr",
  "method": "ωB97M-V/def2-TZVPD",
  "e_tot_ha": -6275.10527,
  "total_charge": -2,
  "multiplicity": 1,
  "homo_lumo_gap_ev": 6.2,
  "max_force_ev_per_a": 3.6,
  "homo_ev": -2.33,
  "symbols": ["Zr", "C", "C", "O", "C", "C", "C", "N", "N", "C", "O", "C", "C", "C", "C", "C", "C", "H", "H", "H", "H", "H", "H", "H", "H", "H", "H", "H", "H", "O", "P", "O", "O", "O", "P", "O", "O", "O", "H", "H", "C", "C", "C", "C", "C", "N", "C", "O", "N", "C", "C", "C", "C", "N", "C", "C", "C", "H", "H", "H", "H", "H", "H", "H", "H", "H", "H", "H", "H", "H", "O", "C", "O", "C", "C", "C", "C", "C", "C", "H", "H", "H", "H", "H", "F", "C", "C", "F", "C", "F", "C", "Se", "C", "F", "C", "F"],
  "positions_angstrom": [[0.6726, 1.2360, -0.7052], [2.6412, -2.5793, 0.2635], [1.8291, -1.3581, 0.6466], [1.5047, -0.5922, -0.3342], [1.5595, -1.0793, 1.9675], [0.9555, 0.1351, 2.3920], [0.7391, 0.3691, 3.8668], [0.6169, 1.0449, 1.5230], [0.0391, 2.2015, 2.0255], [0.0703, 3.1702, 1.1497], [0.6858, 3.0809, 0.0229], [-0.5910, 4.4476, 1.4778], [-1.2133, 4.6711, 2.7022], [-1.8607, 5.8681, 2.9414], [-1.9046, 6.8473, 1.9614], [-1.2702, 6.6354, 0.7474], [-0.6148, 5.4441, 0.5049], [3.5985, -2.2156, -0.1119], [2.1523, -3.1176, -0.5466], [2.8133, -3.2412, 1.1067], [1.8603, -1.7869, 2.7260], [1.2501, -0.3809, 4.4659], [-0.3299, 0.3342, 4.0668], [1.0943, 1.3627, 4.1328], [-1.1786, 3.8943, 3.4485], [-2.3490, 6.0380, 3.8926], [-2.4271, 7.7785, 2.1447], [-1.3006, 7.3958, -0.0210], [-0.1219, 5.2485, -0.4364], [-2.1108, 1.4056, -3.1185], [-1.7234, 2.3461, -1.8853], [-2.7199, 3.4033, -1.6886], [-1.3360, 1.5119, -0.6718], [-0.3071, 3.0313, -2.4324], [0.8480, 2.3073, -3.3181], [1.5562, 3.6064, -3.9603], [1.8380, 1.7321, -2.3134], [0.3091, 1.4648, -4.3984], [-1.3255, 1.1420, -3.6290], [1.9097, 4.1824, -3.2831], [-1.3230, -4.8955, 5.0096], [-2.1540, -4.6871, 3.7781], [-3.5281, -4.8721, 3.7874], [-4.2840, -4.6466, 2.6532], [-3.6821, -4.2238, 1.4688], [-4.4832, -4.0198, 0.3496], [-4.0759, -3.5056, -0.9002], [-4.4494, -4.0606, -1.9153], [-3.3191, -2.3880, -0.8523], [-3.2166, -1.5212, 0.2329], [-4.3306, -1.1462, 0.9825], [-4.1716, -0.2447, 2.0181], [-2.9006, 0.2409, 2.2806], [-1.8340, -0.1301, 1.5944], [-1.9802, -0.9652, 0.5886], [-2.2949, -4.0665, 1.4464], [-1.5547, -4.2897, 2.5885], [-1.9335, -5.2498, 5.8376], [-0.8505, -3.9581, 5.3010], [-0.5323, -5.6216, 4.8227], [-4.0196, -5.1908, 4.6964], [-5.3557, -4.7940, 2.6787], [-5.2896, -4.6270, 0.2845], [-2.6024, -2.2223, -1.5929], [-5.3045, -1.5493, 0.7425], [-5.0193, 0.0751, 2.6077], [-2.7217, 0.9558, 3.0725], [-1.0754, -1.2215, 0.0467], [-1.7945, -3.7838, 0.5343], [-0.4845, -4.1531, 2.5531], [-1.1045, -2.1145, -2.3078], [-0.1235, -1.3794, -2.5165], [-0.0454, -0.1562, -2.2177], [1.0617, -2.0374, -3.1920], [0.9035, -3.3189, -3.7085], [1.9653, -3.9678, -4.3081], [3.1948, -3.3333, -4.3952], [3.3554, -2.0536, -3.8851], [2.2936, -1.4004, -3.2816], [-0.0652, -3.7913, -3.6252], [1.8402, -4.9697, -4.7001], [4.0324, -3.8431, -4.8563], [4.3218, -1.5708, -3.9492], [2.4029, -0.4034, -2.8738], [6.4554, 4.8232, -3.8025], [5.7683, 4.0175, -2.9553], [4.5246, 4.3949, -2.4553], [3.9768, 5.5733, -2.8362], [3.8687, 3.5815, -1.5581], [2.6523, 3.9709, -1.1226], [4.3856, 2.3605, -1.0869], [3.4656, 1.4063, 0.2084], [5.6236, 1.9927, -1.6524], [6.1762, 0.8088, -1.3202], [6.2932, 2.7892, -2.5592], [7.4870, 2.3957, -3.0639]]
}

=====

Entry 2:
{
  "formula": "C8H13NOS2",
  "method": "ωB97M-V/def2-TZVPD",
  "e_tot_ha": -1238.87936,
  "multiplicity": 1,
  "smiles": "CC(=S)C(C)(C)C.[H]/N=c1\\sc1=O",
  "homo_lumo_gap_ev": 7.9,
  "max_force_ev_per_a": 4.8,
  "homo_ev": -8.65,
  "symbols": ["C", "C", "C", "C", "C", "C", "C", "C", "N", "O", "S", "S", "H", "H", "H", "H", "H", "H", "H", "H", "H", "H", "H", "H", "H"],
  "positions_angstrom": [[-2.8519, -1.6963, -0.9904], [-3.0755, -2.1484, 0.3175], [-0.1878, 0.1977, 0.6793], [0.2642, -0.8666, 1.6486], [1.5076, -0.0491, -1.1657], [2.0399, 1.2240, 1.0113], [0.5272, 2.1781, -0.6927], [0.9652, 0.8390, -0.0587], [-2.0818, -1.6503, -1.9772], [-2.7040, -2.7371, 1.3029], [-4.5001, -1.3222, -0.3603], [-1.7454, 0.6235, 0.5420], [1.2064, -1.1352, 1.7809], [-0.0814, -1.8784, 1.4047], [-0.1939, -0.5601, 2.5771], [0.6606, -0.6375, -1.5569], [2.1836, -0.7825, -0.8599], [2.0345, 0.4361, -1.9957], [2.8793, 1.6427, 0.4361], [1.6976, 1.9418, 1.7331], [2.4708, 0.2838, 1.4774], [1.4193, 2.6518, -1.0662], [-0.0143, 2.6094, 0.0794], [-0.1282, 1.8570, -1.5042], [-2.2919, -1.0211, -2.7625]]
}